{
  "formula": "C59H51N7O6SSc",
  "method": "ωB97M-V/def2-TZVPD",
  "total_charge": 1,
  "largest_force_ev_per_a": 3.61,
  "lumo_energy_ev": [-3.446, -3.445],
  "molar_mass_g_mol": 1031.123,
  "homo_lumo_gap_ev": [5.4127, 5.4149],
  "relative_energy_ev": 1.9056,
  "spin_multiplicity": 1,
  "symbols": ["C", "C", "C", "C", "N", "C", "O", "H", "C", "H", "H", "C", "C", "C", "C", "H", "C", "N", "C", "H", "H", "C", "C", "C", "C", "H", "C", "H", "C", "C", "H", "C", "H", "H", "H", "C", "H", "C", "C", "H", "C", "C", "C", "C", "H", "H", "C", "C", "C", "C", "H", "H", "H", "O", "H", "H", "H", "C", "H", "O", "C", "N", "H", "C", "H", "C", "C", "H", "H", "N", "H", "H", "O", "C", "C", "C", "C", "C", "C", "H", "C", "H", "H", "C", "H", "Sc", "C", "O", "H", "H", "C", "N", "C", "H", "O", "C", "H", "N", "S", "H", "C", "H", "H", "H", "C", "N", "C", "H", "C", "C", "C", "H", "H", "C", "H", "H", "C", "H", "C", "C", "H", "H", "H", "H", "C"],
  "xyz": [[-1.036, 3.827, -3.033], [2.234, -0.483, 2.080], [-3.185, -6.425, 0.056], [1.345, 3.679, -0.379], [-1.661, -0.397, -1.588], [4.757, -1.564, 5.377], [2.661, 1.224, -2.055], [3.205, -3.473, -3.435], [1.650, 5.847, 0.752], [3.069, 1.823, -1.429], [-3.691, -3.058, 0.435], [-2.077, -1.643, -1.288], [2.243, -1.717, -2.304], [-1.409, -0.813, 4.318], [2.959, 5.439, -1.265], [3.070, -1.371, -1.803], [-5.658, 2.429, -4.162], [1.531, 1.381, 0.636], [-3.852, -5.301, 0.411], [0.665, -0.761, 6.857], [2.150, 7.595, 1.877], [-1.779, -2.168, 4.443], [-1.391, -2.570, -0.489], [3.091, -0.870, 3.231], [3.831, 9.371, 1.347], [-0.370, -5.110, -1.214], [3.796, -0.555, 5.568], [2.358, 0.589, 4.547], [-0.218, -2.619, 6.116], [-3.279, -4.044, 0.128], [2.785, 4.114, 1.929], [-4.184, 2.918, -5.967], [3.513, 1.763, 3.265], [-5.791, 2.758, -8.165], [-0.727, -1.893, -3.460], [0.591, -3.839, -4.694], [-3.505, -9.628, 0.590], [-1.159, 2.467, -2.620], [2.581, 3.104, 1.763], [0.480, -3.405, -5.692], [-2.111, 1.509, -3.065], [0.029, -1.212, 6.129], [3.622, 6.631, -1.077], [-1.974, -6.305, -0.651], [0.317, -3.314, 6.721], [5.514, -3.115, 4.075], [-1.996, -3.952, -0.411], [-3.276, 2.013, -3.879], [-1.151, -3.092, 5.232], [0.303, -1.933, -3.214], [3.739, -0.036, 6.493], [4.554, 10.187, 1.237], [6.166, -3.782, 6.285], [4.069, 8.550, 0.201], [-0.360, -4.306, -4.381], [-0.184, 0.682, 5.161], [-4.903, 1.651, -2.337], [-0.498, -0.339, 5.248], [7.208, -2.566, 5.516], [-1.335, 1.363, 0.796], [-1.367, -5.101, -0.865], [-0.294, 2.210, -1.572], [0.372, 5.412, -2.460], [4.001, -1.869, 3.143], [-7.354, 3.497, -8.038], [1.776, 2.740, 0.631], [-5.490, 2.892, -5.459], [-1.724, 1.032, 1.603], [-2.093, 2.539, -5.652], [-2.078, -0.106, 3.302], [3.228, 4.760, -2.052], [-4.816, -5.343, 0.953], [-6.601, 3.141, -6.224], [-2.914, -8.798, 0.224], [0.396, 3.397, -1.353], [1.985, 5.019, -0.321], [-4.611, 1.992, -3.368], [2.312, -2.844, -3.141], [3.348, 7.442, 0.033], [7.077, -2.720, 7.358], [2.202, 0.857, 1.676], [-2.760, -9.081, -0.787], [-1.669, 4.323, -3.759], [-0.034, 4.375, -2.346], [-2.046, 1.577, 0.171], [0.315, 0.317, -0.793], [-3.016, -0.866, 2.759], [-3.711, -7.619, 0.392], [-4.043, 3.387, -6.937], [-1.464, -4.137, 5.390], [-2.383, 0.217, -2.557], [1.071, -2.921, -3.708], [-0.266, -2.398, 0.364], [4.301, 6.978, -1.862], [5.617, -1.725, 6.455], [0.384, -3.410, 1.093], [2.791, 9.724, 1.297], [0.361, -1.212, 0.579], [-3.113, -2.489, 3.422], [-1.455, -7.208, -0.951], [2.988, -0.252, 4.487], [2.071, -3.284, 2.443], [0.151, -4.439, 1.300], [3.928, 8.823, 2.306], [-6.398, 3.469, -7.582], [0.984, -1.164, -2.350], [-3.398, -0.774, -2.928], [-1.957, -8.738, 0.819], [2.905, 1.925, 2.355], [2.357, 7.043, 0.976], [1.365, -2.818, 1.832], [2.699, 1.597, -2.980], [-4.108, -0.701, -3.720], [6.617, -2.767, 6.381], [-5.993, 4.493, -7.743], [4.115, -2.379, 2.165], [4.815, -2.283, 4.183], [-3.664, -0.630, 1.941], [1.360, -1.424, 1.470], [-3.116, 2.476, -5.204], [-3.745, -2.775, -2.326], [1.368, -4.614, -4.824], [-6.624, 2.437, -3.695], [0.935, 5.425, 1.493], [-3.214, -1.879, -2.202]],
  "forces_ev_per_a": [[-0.8322, 0.1035, -1.1875], [-1.0115, 0.4507, -0.6954], [1.2713, -0.9301, -0.9288], [0.1249, -1.3273, 0.6648], [2.1087, 1.6744, 1.2690], [0.5979, -0.0651, 1.3033], [-0.4537, -0.2972, -1.4613], [-1.5310, 0.7920, 0.4469], [0.5980, -0.1068, 0.2380], [0.1506, 0.4924, -0.0634], [-0.2470, -1.1427, -0.0979], [-0.4770, -0.1859, -1.1612], [-0.9255, -2.6140, -2.3059], [-0.8218, -0.7416, -0.6608], [-0.8989, -0.3746, 1.5524], [1.2810, 1.1362, 1.3524], [-0.2803, 0.0889, 0.5900], [-0.2445, 1.0014, -0.8912], [-1.3917, 2.4054, 0.6740], [0.6621, -0.2204, 0.4998], [0.0156, 0.2274, -0.0582], [-0.9454, 0.6795, -1.3199], [-0.4949, -0.9069, 0.3562], [-0.6000, 0.5571, 0.6239], [-0.4028, -0.2048, -0.2517], [0.8554, 0.2859, -0.6498], [0.2611, -0.9085, -1.6818], [-1.0349, 0.6554, 0.3805], [0.1198, 1.6968, -0.5517], [0.3682, 0.0137, 0.5248], [0.7967, 0.9680, 0.7086], [-0.6835, 0.6278, -0.1584], [-0.3959, 0.3238, -0.9315], [-0.0236, -0.0048, 0.5527], [-0.6884, 0.3826, -0.1159], [0.3005, -1.5808, -0.7922], [-0.2194, 0.0845, 0.5534], [-0.5137, -1.8989, 1.0418], [-0.3638, -1.8156, -1.1054], [-0.1219, 0.3225, 0.3118], [-1.7059, 0.6626, 0.1579], [0.8462, -1.3159, 1.0612], [-0.0033, 0.5088, -0.6313], [-0.1752, -1.2803, 0.3280], [0.2340, -0.0510, 0.6184], [-0.2314, 0.3765, -0.1328], [-0.5156, 1.0582, -0.4668], [-0.4614, 0.0054, -0.7529], [0.0725, -1.1226, 1.7412], [1.2456, 0.0778, 0.7101], [-0.0180, 0.3340, 0.5459], [-0.3655, -0.2385, 0.3373], [0.0656, 0.6541, -0.0249], [0.6666, 0.4899, 0.0075], [0.4994, 0.2225, -0.1213], [0.0547, 0.4288, 0.3877], [0.7914, 0.3258, -1.0947], [-0.4212, 0.6192, -1.4766], [1.0217, -0.0044, -0.2575], [0.1737, 0.2917, -1.1981], [-0.6091, 0.2808, 0.8555], [0.2320, 1.3078, -0.7936], [-0.5584, -1.2295, 0.3170], [0.9375, -1.8819, -1.7296], [-1.0728, -0.1478, -0.2411], [-0.7262, 0.1004, -0.7957], [0.5206, -0.7409, -0.6912], [-0.1945, -0.3974, 0.8681], [-0.9534, -0.1663, 0.5223], [-1.1561, -1.0178, -0.4102], [0.0441, -0.0026, -0.4378], [0.7008, -0.1501, -0.4499], [0.6623, 0.0770, 0.5410], [0.1971, 0.1817, 1.5318], [0.2328, -0.0582, -0.7830], [0.0049, 0.5044, -0.2162], [0.7340, 0.1139, 0.0388], [0.9958, 1.2156, 0.5852], [-1.2532, -0.8510, 1.2195], [0.6437, 0.0596, -0.1945], [1.0211, 0.3945, 1.1687], [0.5188, 0.3421, -1.1924], [0.1989, -0.2265, 0.0022], [1.0423, 1.4134, 0.8838], [0.2078, -0.0385, 0.3977], [-0.4809, 0.8905, -0.9095], [1.8637, -0.5196, 1.8338], [-0.0586, -0.7708, -0.0017], [0.2975, -0.3926, 0.0840], [0.0375, 0.5675, -0.7823], [0.5183, -1.0821, 0.8351], [-0.4444, 0.7287, 0.2874], [-0.9607, 0.3280, -1.3456], [0.0405, -0.0382, 0.5513], [-0.6772, -0.6528, -0.8721], [0.5730, -0.7284, 1.7481], [0.2884, 0.2743, 0.0620], [0.1249, 0.1105, 0.4105], [-0.3638, 0.4286, -0.9439], [-0.0551, 0.0505, -0.0188], [0.4982, 0.1026, -0.0545], [0.6228, -0.5916, 1.0020], [-0.4680, -0.1593, -0.6664], [0.3486, 0.2137, -0.5443], [0.7424, 0.8020, -0.5282], [0.2562, -0.9211, -0.7016], [0.1831, 0.8538, -0.7787], [-0.8787, 0.0021, -0.7471], [0.5052, 0.0233, 1.4480], [0.1300, -0.7307, -1.0484], [-0.7364, 1.0726, -1.5594], [0.0419, -0.3712, 1.7226], [-0.3432, 0.2925, -0.2972], [-1.9195, -0.1201, 0.3332], [0.0879, -0.5565, 0.4205], [-0.0241, 0.2670, 0.7016], [0.4724, 0.2318, 0.8703], [-0.1807, 0.5187, -0.2567], [1.1392, -0.8262, 1.4312], [0.8927, 0.1326, 0.4893], [-0.6243, -1.0186, 0.0596], [-0.5575, 0.1480, 0.2096], [-0.5003, -0.0417, -0.1952], [0.4534, 0.7587, -0.5804], [1.1024, -0.0458, 1.0232]]
}

***

{
  "formula": "C28H21F3S",
  "method": "ωB97M-V/def2-TZVPD",
  "total_charge": 0,
  "largest_force_ev_per_a": 3.21,
  "lumo_energy_ev": -0.445,
  "molar_mass_g_mol": 446.537,
  "homo_lumo_gap_ev": 7.7529,
  "spin_multiplicity": 1,
  "symbols": ["C", "F", "H", "C", "C", "H", "H", "H", "H", "H", "F", "C", "H", "H", "C", "C", "C", "C", "C", "C", "C", "H", "C", "H", "H", "C", "C", "C", "C", "C", "H", "C", "C", "C", "S", "C", "C", "H", "H", "C", "H", "H", "C", "H", "C", "C", "C", "H", "H", "C", "H", "F", "H"],
  "xyz": [[1.651, 0.020, 0.830], [-5.365, 0.577, -2.499], [0.167, -3.728, 0.284], [-2.829, -1.869, -3.076], [1.904, 4.786, 1.406], [1.445, -5.849, 0.065], [-0.521, 2.436, 3.145], [0.166, 3.670, 0.781], [3.704, 5.654, 2.216], [-3.148, 1.507, -3.282], [-5.388, -0.414, -4.467], [3.148, 4.739, 2.040], [-0.943, -2.912, -2.779], [-0.669, 1.344, -2.796], [-3.334, 1.116, 1.722], [4.048, -3.644, 0.221], [3.385, -4.866, 0.061], [-2.746, 0.415, 0.667], [-2.526, 1.836, 2.613], [-4.912, -0.518, -3.186], [1.909, -2.486, 0.307], [-0.902, 0.040, -0.381], [-1.479, -1.963, -2.789], [5.144, -3.604, 0.204], [3.838, -1.496, 0.456], [1.170, 3.616, 1.216], [3.665, 3.515, 2.469], [-1.140, 1.859, 2.456], [-3.417, -0.610, -3.131], [1.700, 2.362, 1.605], [3.943, -5.791, -0.059], [0.964, 1.101, 1.281], [1.089, -1.213, 0.188], [-1.320, 0.471, -2.804], [0.796, -0.906, -1.671], [2.973, 2.328, 2.216], [-0.519, 1.126, 1.424], [-3.347, -0.174, -0.031], [-4.417, 1.098, 1.832], [-0.777, -0.789, -2.426], [-2.977, 2.398, 3.427], [0.058, -1.428, 0.477], [-2.666, 0.559, -3.096], [-3.431, -2.746, -3.239], [-1.363, 0.484, 0.506], [1.258, -3.722, 0.264], [1.989, -4.907, 0.135], [2.742, 0.084, 0.849], [3.381, 1.366, 2.543], [3.306, -2.451, 0.363], [1.483, 5.732, 1.073], [-5.504, -1.619, -2.627], [4.614, 3.468, 2.999]],
  "forces_ev_per_a": [[-0.2623, 0.5385, -0.1727], [0.2055, -0.8902, -0.6076], [0.2481, -0.1403, -0.0621], [0.1336, 0.3849, -0.1814], [0.0143, -0.3345, 0.1482], [0.2457, 0.1613, 0.0312], [-0.1971, -0.1799, -0.1021], [0.4623, -0.0759, 0.0661], [-0.0509, -0.0703, -0.0123], [0.0498, 0.0996, 0.0496], [0.2139, -0.0598, 1.0029], [-0.1301, -0.2468, 0.0113], [-0.2883, 0.1752, 0.2758], [-0.2444, -0.1063, 0.3166], [0.1879, -0.2035, -0.0328], [-0.3603, 0.2784, -0.0082], [-0.0876, 0.3297, 0.3887], [0.1342, 0.4040, 0.2697], [0.0675, -0.0212, -0.3220], [-0.7558, 0.0966, -0.1594], [0.2969, 0.3471, -0.1160], [-0.5635, 0.3520, 0.8140], [0.4738, 0.5943, 0.7311], [-0.5149, -0.0203, 0.0465], [-0.2056, -0.5089, -0.1166], [0.1652, -0.4449, 0.2275], [-0.1910, -0.2006, -0.2538], [0.0834, -0.3845, -0.0101], [-0.4264, -0.2148, 0.1277], [0.4728, 0.3163, 0.0921], [-0.0454, 0.2112, -0.0207], [0.0635, -0.4192, -0.1986], [-1.3921, -0.4633, 0.5279], [0.5078, -0.7079, 0.6495], [2.8389, 0.2271, -1.4729], [-0.5614, 0.2671, 0.0320], [-0.6756, 0.4963, -0.2293], [0.1697, 0.3517, 0.1684], [0.2457, 0.0355, 0.1126], [-1.2537, -0.1942, -0.5687], [0.0488, -0.1058, -0.1549], [0.2690, -0.0150, 0.6327], [0.1462, -0.2952, -0.2495], [-0.0599, -0.1749, 0.0114], [0.3635, -0.3856, -0.2233], [0.2855, -0.1096, -0.2138], [-0.2408, 0.4411, -0.0038], [-0.3986, 0.1220, -0.2398], [-0.1238, 0.3982, -0.0851], [0.3241, -0.5459, -0.3588], [0.1288, -0.1171, 0.0894], [0.3197, 0.9252, -0.4976], [-0.1366, 0.0830, -0.1489]]
}